Formula: C21H42CrN3O3
Source: OMol25
Level of theory: ωB97M-V/def2-TZVPD

ORCA input file:
```
! RIJCOSX wB97M-V def2-TZVPD def2/J DEFGRID3
* xyz 0 4
Cr -0.894 -0.332 0.167
C -2.414 -1.679 -3.358
C -1.814 -2.380 -2.154
C -0.381 -2.821 -2.463
O -1.844 -1.583 -1.039
H -3.447 -1.362 -3.222
H -2.401 -2.302 -4.261
H -1.768 -0.829 -3.608
H -2.378 -3.325 -2.073
H -0.363 -3.521 -3.309
H 0.072 -3.362 -1.631
H 0.266 -1.988 -2.751
C 1.282 2.715 -1.287
C 1.163 1.314 -1.875
C 2.441 0.505 -1.776
O 0.098 0.641 -1.299
H 1.922 3.362 -1.892
H 1.648 2.681 -0.260
H 0.272 3.130 -1.247
H 0.943 1.476 -2.944
H 2.253 -0.515 -2.122
H 2.842 0.440 -0.761
H 3.219 0.877 -2.452
C -3.400 -1.373 3.444
C -1.890 -1.293 3.208
C -1.103 -2.449 3.814
O -1.596 -1.082 1.880
H -3.598 -1.599 4.496
H -3.863 -2.160 2.846
H -3.836 -0.408 3.192
H -1.588 -0.378 3.747
H -0.039 -2.257 3.642
H -1.351 -3.408 3.356
H -1.235 -2.487 4.897
C 3.463 -3.734 -1.444
C 2.870 -4.508 -0.276
C 2.561 -3.609 0.923
C 1.608 -2.538 0.623
N 0.848 -1.711 0.443
H 4.392 -3.235 -1.150
H 2.785 -2.982 -1.849
H 3.755 -4.367 -2.283
H 3.553 -5.300 0.025
H 1.916 -4.946 -0.579
H 3.483 -3.101 1.222
H 2.146 -4.140 1.780
C 3.779 2.656 1.822
C 2.639 3.365 2.544
C 1.660 2.410 3.195
C 0.768 1.732 2.232
N 0.076 1.207 1.492
H 4.354 3.359 1.218
H 3.440 1.866 1.147
H 4.479 2.162 2.500
H 2.155 4.075 1.870
H 3.104 4.024 3.282
H 1.005 2.948 3.880
H 2.151 1.549 3.657
C -2.940 3.589 -2.771
C -3.397 4.232 -1.450
C -3.968 3.210 -0.476
C -3.146 2.028 -0.217
N -2.533 1.096 0.008
H -2.331 2.707 -2.542
H -2.265 4.243 -3.319
H -3.793 3.258 -3.360
H -4.176 4.953 -1.698
H -2.545 4.731 -0.987
H -4.926 2.830 -0.844
H -4.189 3.692 0.478
*
```

Calculated values
Largest force on an atom   0.0420 hartree/bohr
DFT total energy   -61491.919 eV
Energy relative to the best compared isomer or geometry (same formula, charge and spin)   0.0 kcal/mol
Highest occupied orbital energy (spin up / spin down)   -0.2709 / -0.2700 hartree
<S²>   3.770